Arrangement A

{
  "formula": "C4H3NO2",
  "method": "ωB97M-V/def2-TZVPD",
  "total_charge": 0,
  "homo_energy_ev": [-9.44, -9.99],
  "orbital_gap_ev": [7.4, 8.2],
  "multiplicity": 1,
  "molar_mass_g_mol": 97.1,
  "elements": ["C", "C", "C", "C", "N", "O", "O", "H", "H", "H"],
  "coordinates": [[1.6629, 1.1882, -0.8677], [2.5573, 1.8553, -1.3350], [-1.2738, 0.3597, 0.3767], [0.0197, -0.4322, -0.0892], [0.1237, -1.6375, 0.3344], [-1.0721, 1.6097, -0.0277], [-2.1758, -0.1933, 0.9512], [0.9114, -2.2990, 0.0838], [-0.6247, -2.0600, 0.8519], [-0.1286, 1.6093, -0.2782]]
}


Arrangement B

{
  "formula": "C4H3NO2",
  "method": "ωB97M-V/def2-TZVPD",
  "total_charge": 0,
  "homo_energy_ev": -10.09,
  "orbital_gap_ev": 8.6,
  "multiplicity": 1,
  "molar_mass_g_mol": 97.1,
  "elements": ["N", "C", "C", "C", "C", "O", "O", "H", "H", "H"],
  "coordinates": [[2.0450, -0.4082, -0.0131], [0.8312, -0.0754, -0.0091], [-0.3473, -0.9936, 0.1899], [-1.5586, -0.2674, 0.4076], [-1.0857, 1.1525, 0.0218], [-1.7495, 2.1389, -0.0931], [0.3152, 1.1941, -0.1495], [2.6612, 0.4006, -0.1229], [-0.1720, -2.0003, 0.5645], [-0.9395, -1.1411, -0.7963]]
}


Result of the stability comparison: arrangement A is the least stable of them.


Arrangement A

{
  "formula": "CH2NO2S",
  "method": "ωB97M-V/def2-TZVPD",
  "total_charge": -1,
  "homo_energy_ev": -3.35,
  "smiles": "NOC([O-])=S",
  "orbital_gap_ev": 7.3,
  "multiplicity": 1,
  "molar_mass_g_mol": 92.1,
  "elements": ["C", "N", "O", "O", "S", "H", "H"],
  "coordinates": [[-0.3790, -0.7882, 0.2620], [0.8115, 1.1002, -0.1606], [-0.4620, -0.7881, -1.0344], [0.2918, 0.2294, 0.8395], [-0.9930, -2.0170, 1.1691], [0.1749, 1.8176, -0.0035], [0.5558, 0.4460, -1.0721]]
}


Arrangement B

{
  "formula": "CH2NO2S",
  "method": "ωB97M-V/def2-TZVPD",
  "total_charge": -1,
  "homo_energy_ev": -3.01,
  "orbital_gap_ev": 6.7,
  "multiplicity": 1,
  "molar_mass_g_mol": 92.1,
  "elements": ["C", "N", "O", "O", "S", "H", "H"],
  "coordinates": [[-1.4551, -0.8702, -0.0895], [-0.6438, 0.1091, 0.0836], [-1.3491, -2.0609, -0.0238], [0.8638, 0.1225, -0.0719], [-3.3248, 0.4991, 0.1080], [-0.8551, 1.0452, -0.3611], [1.2299, -0.7213, 0.1783]]
}


Arrangement C

{
  "formula": "CH2NO2S",
  "method": "ωB97M-V/def2-TZVPD",
  "total_charge": -1,
  "homo_energy_ev": -3.25,
  "smiles": "[O-]C(=S)NO",
  "orbital_gap_ev": 7.3,
  "multiplicity": 1,
  "molar_mass_g_mol": 92.1,
  "elements": ["C", "N", "O", "O", "S", "H", "H"],
  "coordinates": [[-0.7831, 0.3137, -0.2478], [0.3855, -0.4282, -0.2194], [-1.1852, 0.9205, 0.7483], [1.2275, -0.4592, 0.9891], [-1.3167, 0.3856, -1.9631], [0.8695, -0.8296, -1.0381], [0.8025, 0.0971, 1.7310]]
}


Result of the stability comparison: arrangement B is the least stable of them.


Arrangement A

{
  "formula": "C3H3ClNO",
  "method": "ωB97M-V/def2-TZVPD",
  "total_charge": 1,
  "homo_energy_ev": [-15.95, -16.46],
  "orbital_gap_ev": [8.0, 8.2],
  "multiplicity": 1,
  "molar_mass_g_mol": 104.5,
  "elements": ["C", "C", "C", "N", "O", "Cl", "H", "H", "H"],
  "coordinates": [[0.0664, -0.5201, -0.0935], [-0.2228, 0.6526, -0.7526], [1.1660, 0.2153, 0.6347], [0.7444, 1.3611, -0.1182], [1.1060, 2.8524, -0.0454], [2.6195, -0.5807, -0.1310], [-0.5771, -1.4739, -0.2738], [-0.9280, 0.9357, -1.4236], [1.3175, 0.2592, 1.7276]]
}


Arrangement B

{
  "formula": "C3H3ClNO",
  "method": "ωB97M-V/def2-TZVPD",
  "total_charge": 1,
  "homo_energy_ev": [-14.93, -14.92],
  "orbital_gap_ev": [6.9, 6.9],
  "multiplicity": 1,
  "molar_mass_g_mol": 104.5,
  "elements": ["C", "C", "C", "N", "O", "Cl", "H", "H", "H"],
  "coordinates": [[0.2584, 0.0086, -0.0233], [-0.2563, -0.7826, -0.8590], [-0.1530, 1.4848, 0.1355], [-1.5199, 1.3928, -0.4724], [-1.8725, 2.1530, -1.2483], [0.9485, 2.6519, -0.6314], [1.0949, -0.2283, 0.6137], [-0.7321, -1.5817, -1.3159], [-0.0295, 1.7055, 1.2985]]
}


Result of the stability comparison: arrangement A is the least stable of them.


Arrangement A

{
  "formula": "C3H4O",
  "method": "ωB97M-V/def2-TZVPD",
  "total_charge": 0,
  "homo_energy_ev": -8.51,
  "orbital_gap_ev": 8.2,
  "multiplicity": 1,
  "molar_mass_g_mol": 56.1,
  "elements": ["C", "C", "C", "O", "H", "H", "H", "H"],
  "coordinates": [[0.9489, -0.1896, -0.0751], [-0.1951, 0.6976, -0.2329], [-1.2092, -0.1142, 0.1475], [-2.3243, -0.3591, 0.4735], [-0.1935, 1.7770, -0.2688], [1.1496, -0.9297, -0.8433], [1.8548, 0.2206, 0.3756], [-0.0311, -1.1026, 0.4236]]
}


Arrangement B

{
  "formula": "C3H4O",
  "method": "ωB97M-V/def2-TZVPD",
  "total_charge": 0,
  "homo_energy_ev": -10.14,
  "smiles": "C=CC=O",
  "orbital_gap_ev": 10.1,
  "multiplicity": 1,
  "molar_mass_g_mol": 56.1,
  "elements": ["C", "C", "C", "H", "H", "H", "H", "O"],
  "coordinates": [[-0.5895, 0.9816, -0.4851], [-0.4898, -0.1970, 0.1513], [0.8704, -0.7749, 0.4290], [-1.5341, 1.4819, -0.7063], [0.4122, 1.3307, -0.7979], [-1.4236, -0.8061, 0.4844], [0.9056, -1.5347, 1.2303], [1.8487, -0.4815, -0.3057]]
}


Arrangement C

{
  "formula": "C3H4O",
  "method": "ωB97M-V/def2-TZVPD",
  "total_charge": 0,
  "homo_energy_ev": [-6.37, -6.39],
  "orbital_gap_ev": [6.2, 6.3],
  "multiplicity": 1,
  "molar_mass_g_mol": 56.1,
  "elements": ["C", "C", "C", "O", "H", "H", "H", "H"],
  "coordinates": [[-0.3410, 0.6437, 0.6433], [-0.7486, -1.9781, 1.5582], [0.2012, 0.4661, -0.6854], [-1.3185, -1.7912, 2.6425], [-0.3851, -0.3492, -1.0328], [0.3211, 1.3812, -1.4168], [1.1187, 0.1130, -0.4523], [-1.2852, -0.9561, 3.0354]]
}


Arrangement D

{
  "formula": "C3H4O",
  "method": "ωB97M-V/def2-TZVPD",
  "total_charge": 0,
  "homo_energy_ev": [-10.78, -8.63],
  "orbital_gap_ev": [9.9, 8.1],
  "multiplicity": 1,
  "molar_mass_g_mol": 56.1,
  "elements": ["C", "C", "C", "O", "H", "H", "H", "H"],
  "coordinates": [[-1.2968, 0.0549, -0.5204], [-0.4173, -0.8259, 0.0969], [-0.3534, 0.8210, 0.1446], [-3.2348, -0.0145, 0.2108], [-0.7416, -1.5579, 0.8752], [0.4734, -1.0583, -0.5338], [0.5841, 1.0459, -0.3933], [-0.6476, 1.5884, 0.8831]]
}


Result of the stability comparison: arrangement C is the least stable of them.


Arrangement A

{
  "formula": "C7H14O",
  "method": "ωB97M-V/def2-TZVPD",
  "total_charge": 0,
  "homo_energy_ev": [-7.50, -7.50],
  "orbital_gap_ev": [8.3, 8.3],
  "multiplicity": 1,
  "molar_mass_g_mol": 114.2,
  "elements": ["C", "C", "C", "C", "C", "C", "C", "O", "H", "H", "H", "H", "H", "H", "H", "H", "H", "H", "H", "H", "H", "H"],
  "coordinates": [[-0.0595, -0.1052, -0.7271], [-0.9547, 0.0243, 1.1536], [0.4883, -1.5076, -0.7958], [-1.1841, 0.2355, -1.6760], [-0.3112, -0.7408, 2.2823], [0.6439, 0.8757, -0.0859], [1.3065, 1.7106, 0.6629], [1.6457, 0.8033, -1.9067], [1.2599, 1.4806, -2.4785], [-1.8171, -0.4946, 0.7415], [-1.2572, 1.0370, 1.4123], [-0.2958, -2.2362, -0.5725], [0.8552, -1.6608, -1.8098], [1.3271, -1.6491, -0.1181], [-0.8128, 0.1088, -2.6921], [-2.0287, -0.4428, -1.5302], [-1.5208, 1.2636, -1.5488], [2.1388, 2.2448, 0.2271], [1.0379, 1.9039, 1.6944], [0.5578, -0.2264, 2.6952], [0.0043, -1.7382, 1.9693], [-1.0238, -0.8864, 3.1029]]
}


Arrangement B

{
  "formula": "C7H14O",
  "method": "ωB97M-V/def2-TZVPD",
  "total_charge": 0,
  "homo_energy_ev": -9.00,
  "smiles": "C=C(C)C(=C)CC.O",
  "orbital_gap_ev": 9.9,
  "multiplicity": 1,
  "molar_mass_g_mol": 114.2,
  "elements": ["C", "C", "C", "C", "C", "C", "C", "H", "H", "H", "H", "H", "H", "H", "H", "H", "H", "H", "H", "H", "H", "O"],
  "coordinates": [[1.8125, 0.5366, 1.5338], [0.9884, 0.0728, 0.3130], [0.2890, -1.2403, 0.2709], [0.3843, -2.2099, 1.1575], [-1.3218, -0.8653, -1.6482], [-0.3334, -1.5476, -1.0664], [0.2437, -2.7350, -1.7514], [2.5037, 1.3364, 1.2646], [2.5525, -0.2477, 1.7476], [1.2011, 0.8839, 2.3496], [0.4107, 0.9961, 0.1598], [1.6553, 0.1703, -0.5577], [0.8403, -2.0845, 2.1470], [-0.0992, -3.1708, 1.1846], [-1.6927, 0.0585, -1.2343], [-1.6581, -1.1202, -2.6517], [-0.0105, -3.7266, -1.3193], [-0.2296, -2.9151, -2.7284], [1.3180, -2.7167, -1.9091], [-2.4973, 7.0690, 1.4755], [-3.6326, 6.5602, 0.6920], [-2.7242, 6.8959, 0.5706]]
}


Result of the stability comparison: arrangement A is the least stable of them.


Arrangement A

{
  "formula": "C7H14O",
  "method": "ωB97M-V/def2-TZVPD",
  "total_charge": 0,
  "homo_energy_ev": -9.12,
  "smiles": "CCC(C)=O.C=CC",
  "orbital_gap_ev": 9.7,
  "multiplicity": 1,
  "molar_mass_g_mol": 114.2,
  "elements": ["C", "C", "C", "H", "H", "H", "H", "H", "H", "H", "H", "C", "C", "C", "C", "O", "H", "H", "H", "H", "H", "H"],
  "coordinates": [[-1.1608, -0.3591, -0.9012], [-0.8183, -1.6667, -0.7443], [-0.9379, 0.3495, -2.2095], [-2.0067, 0.0088, -0.3293], [-0.4856, 0.0488, 1.9209], [0.4101, -1.8905, 0.6958], [-1.4311, -2.3311, -0.1502], [0.0375, 0.0838, -2.6118], [-1.7239, 0.0928, -2.9269], [-0.1106, -2.1193, -1.4306], [-0.9756, 1.4294, -2.0763], [0.3688, 2.1693, 0.3382], [0.7707, 0.7033, 0.2771], [0.5709, -0.0162, 1.6617], [1.0116, -1.4450, 1.5951], [1.6842, 0.3479, -0.4542], [1.1507, 0.5652, 2.3790], [-0.6759, 2.2740, 0.6308], [0.9860, 2.6819, 1.0766], [0.5436, 2.6381, -0.6297], [0.7071, -2.0324, 2.4617], [2.0853, -1.5323, 1.4271]]
}


Arrangement B

{
  "formula": "C7H14O",
  "method": "ωB97M-V/def2-TZVPD",
  "total_charge": 0,
  "homo_energy_ev": -9.04,
  "smiles": "C/C=C\\C.CCC=O",
  "orbital_gap_ev": 10.0,
  "multiplicity": 1,
  "molar_mass_g_mol": 114.2,
  "elements": ["C", "C", "C", "O", "H", "H", "H", "H", "H", "H", "C", "C", "C", "C", "H", "H", "H", "H", "H", "H", "H", "H"],
  "coordinates": [[2.7202, 0.9912, -0.1295], [2.5677, -0.0292, -1.2003], [2.0406, 0.6768, 1.1780], [2.2144, -1.1748, -0.9398], [3.7590, 1.3167, -0.0344], [2.0165, 1.5960, -0.9207], [3.2310, 0.1636, -2.0714], [2.5700, -0.1275, 1.6868], [2.0373, 1.5551, 1.8205], [1.0148, 0.3537, 1.0093], [-2.7880, 0.9857, 0.1024], [-1.9248, -2.0468, 0.2347], [-1.5381, 0.3650, -0.4406], [-1.1747, -0.9096, -0.3840], [-0.8692, 1.0667, -0.9218], [-0.2415, -1.2055, -0.8465], [-2.5429, 1.7991, 0.7884], [-3.4195, 0.2673, 0.6195], [-3.3680, 1.4356, -0.7072], [-2.8421, -1.7253, 0.7254], [-1.2920, -2.5630, 0.9599], [-2.1709, -2.7906, -0.5286]]
}


Result of the stability comparison: arrangement B is the least stable of them.